58
Properties=species:S:1:pos:R:3:forces:R:3 method="wB97M-V/def2-TZVPD" homo_ev=-10.87 gap_ev=7.7 lumo_ev=-3.168 total_charge=+1 total_energy_ev=-69177.0400
Y -0.005 -0.041 0.155 0.6 -0.6 0.1
C -3.087 -0.168 -0.603 -0.8 0.0 -0.1
N -1.852 -0.757 -1.127 -0.4 0.0 -0.5
C -1.943 -2.224 -1.172 0.1 -1.0 0.4
C -0.568 -2.887 -1.305 1.7 0.0 0.3
N 0.496 -1.960 -0.761 -1.4 -0.1 -0.1
C 1.830 -2.205 -0.995 0.1 -0.6 0.3
C 2.727 -1.922 0.048 0.6 0.3 -0.5
F 2.302 -0.961 0.930 -0.5 -0.1 0.7
C 4.016 -2.410 0.157 -0.1 -0.7 -0.3
F 4.791 -2.135 1.209 -0.4 -0.1 -0.4
C 4.433 -3.267 -0.880 0.4 0.9 0.8
F 5.563 -3.977 -0.799 -0.3 0.7 -0.2
C 3.704 -3.204 -2.051 2.0 -1.5 -1.9
F 4.318 -3.660 -3.180 -0.7 0.0 0.9
C 2.435 -2.733 -2.142 -1.7 0.5 0.1
F 1.731 -2.780 -3.303 0.6 -0.2 0.7
C -1.493 -0.245 -2.476 0.7 -1.4 -0.3
C -1.227 1.238 -2.468 -0.4 0.0 -1.0
N -0.340 1.495 -1.375 -0.2 0.1 0.5
C 0.339 2.662 -1.361 0.1 0.8 0.1
C 0.234 3.753 -2.259 -1.1 -1.1 -1.0
F -0.747 3.703 -3.235 1.2 0.4 1.0
C 1.216 4.705 -2.385 1.2 0.1 0.7
F 1.331 5.351 -3.551 -0.2 0.3 1.1
C 2.176 4.820 -1.338 0.1 -0.7 -0.7
F 3.178 5.704 -1.425 -0.4 -0.2 0.1
C 2.262 3.802 -0.354 0.9 1.6 -0.6
F 3.309 3.817 0.490 -0.9 -0.2 -0.4
C 1.331 2.807 -0.398 0.6 -1.4 0.8
F 1.574 1.593 0.430 -0.3 2.1 -0.9
H -3.919 -0.173 -1.350 0.6 0.0 0.5
H -2.946 0.855 -0.234 0.1 0.0 -0.4
H -3.381 -0.751 0.270 -0.2 -0.1 0.0
H -2.550 -2.641 -2.011 -0.1 0.7 0.6
H -2.372 -2.554 -0.194 0.1 0.3 -0.8
H -0.283 -3.200 -2.313 -0.4 0.3 -0.1
H -0.621 -3.845 -0.737 0.3 0.6 -0.1
H -2.243 -0.578 -3.190 -0.5 0.3 -0.1
H -0.589 -0.861 -2.769 -0.6 1.1 0.3
H -2.161 1.838 -2.375 0.4 -0.5 -0.2
H -0.753 1.494 -3.434 -0.4 -0.2 0.4
C 1.146 0.752 4.017 -0.6 -0.5 0.6
O -0.155 0.048 4.014 1.5 -0.2 -0.1
P -1.176 0.205 2.827 -1.4 -0.6 1.9
O -1.900 1.497 3.415 -0.3 0.3 -0.9
C -3.154 1.984 2.848 0.3 -1.1 0.7
O -2.284 -0.922 3.215 0.5 1.5 -0.9
C -2.165 -2.254 3.673 0.2 -0.2 0.9
H 1.269 1.049 5.082 0.2 -0.2 -1.0
H 1.090 1.646 3.381 0.1 -0.2 0.2
H 1.914 0.031 3.673 -0.3 0.6 0.3
H -3.634 2.481 3.678 -0.1 0.4 -0.1
H -3.774 1.087 2.631 0.2 0.8 -0.4
H -2.912 2.665 2.032 -0.4 -0.2 -0.1
H -3.154 -2.509 4.058 0.3 -0.1 0.1
H -1.395 -2.351 4.462 -0.5 0.1 -0.4
H -1.934 -2.905 2.856 0.2 -0.5 -0.5